Below is an isolated molecule of C4H8O2S in a non-equilibrium geometry, with properties calculated with ωB97M-V with the def2-TZVPD basis set.

## Properties
- HOMO energy (alpha / beta) (eV) = -8.500 / -8.500
- Kohn-Sham gap (alpha / beta) (eV) = 8.800 / 8.801
- LUMO (alpha / beta) (eV) = 0.3 / 0.3

```
! wB97M-V def2-TZVPD RIJCOSX def2/J DEFGRID3
* xyz 0 1
C 0.69 1.72 0.36
C -0.55 -0.22 1.19
C 0.15 -0.20 -1.20
C -0.31 0.69 0.01
O 1.38 4.16 1.13
O 2.04 1.42 0.33
S 0.17 3.27 0.83
H 0.46 -0.43 1.70
H -1.34 0.03 2.05
H -0.94 -1.21 0.84
H 1.01 -0.90 -0.90
H -0.81 -0.84 -1.64
H 0.41 0.58 -2.04
H -1.25 1.12 -0.08
H 2.23 0.71 -0.27
*
```

=====

Below is a cluster of 9 separate species, C23H45Br10Cl3O3 in total in a non-equilibrium geometry, with properties calculated with ωB97M-V with the def2-TZVPD basis set.

## Properties
- HOMO energy (eV) = -9.698
- Kohn-Sham gap (eV) = 9.977
- LUMO (eV) = 0.3

```
! wB97M-V def2-TZVPD RIJCOSX def2/J DEFGRID3
* xyz 0 1
Cl 0.91 0.13 5.46
C -0.07 -1.18 4.81
Cl -1.52 -1.43 5.75
Cl 0.87 -2.66 4.68
H -0.36 -0.89 3.81
C -4.81 -2.63 -2.54
C -3.64 -2.94 -1.60
C -2.65 -1.83 -1.91
O -3.44 -0.70 -2.26
C -4.59 -1.15 -2.93
H -5.75 -2.85 -2.05
H -4.74 -3.30 -3.40
H -3.17 -3.90 -1.84
H -3.92 -3.01 -0.55
H -1.96 -2.13 -2.72
H -1.98 -1.49 -1.12
H -4.50 -1.05 -4.02
H -5.45 -0.55 -2.64
C 1.45 3.90 2.25
C 1.58 5.40 2.55
C 0.14 5.89 2.46
O -0.46 5.09 1.46
C 0.06 3.77 1.62
H 1.53 3.26 3.13
H 2.22 3.60 1.53
H 2.18 5.88 1.78
H 2.05 5.63 3.50
H 0.09 6.94 2.16
H -0.41 5.82 3.41
H 0.07 3.32 0.63
H -0.62 3.19 2.25
C 2.36 -0.62 1.25
C 0.92 -0.09 1.25
C 0.31 -0.66 -0.04
O 1.37 -0.96 -0.89
C 2.44 -1.42 -0.07
H 2.62 -1.26 2.09
H 3.06 0.22 1.26
H 0.95 1.00 1.20
H 0.34 -0.40 2.12
H -0.38 0.08 -0.44
H -0.33 -1.53 0.16
H 3.36 -1.30 -0.64
H 2.24 -2.48 0.15
Br -0.41 2.36 -2.03
C -2.14 2.54 -1.14
C -3.22 2.13 -2.09
Br -4.92 2.18 -1.12
H -2.19 3.59 -0.86
H -2.12 1.93 -0.24
H -3.12 1.10 -2.43
H -3.32 2.80 -2.93
Br -2.48 0.65 2.81
C -3.54 -0.63 1.76
C -4.95 -0.13 1.81
Br -6.09 -1.37 0.84
H -3.41 -1.57 2.28
H -3.08 -0.59 0.78
H -5.03 0.84 1.32
H -5.31 -0.07 2.83
Br 0.54 -1.90 -5.00
C 2.32 -1.13 -4.96
C 2.52 -0.34 -3.70
Br 4.16 0.69 -3.83
H 2.38 -0.51 -5.85
H 3.06 -1.93 -5.03
H 2.52 -0.96 -2.81
H 1.72 0.38 -3.52
Br 1.68 -6.60 1.06
C 0.11 -5.50 0.81
C 0.03 -4.49 1.93
Br -1.50 -3.38 1.64
H -0.78 -6.12 0.78
H 0.23 -5.01 -0.15
H 0.90 -3.84 1.92
H -0.05 -4.97 2.90
Br 5.84 -0.17 0.03
C 7.09 1.25 -0.38
C 7.17 1.53 -1.86
Br 8.47 2.93 -2.16
H 8.04 0.95 0.04
H 6.78 2.10 0.21
H 6.23 1.92 -2.24
H 7.46 0.65 -2.42
*
```

=====

Below is an isolated molecule of C5H12P2Si in a non-equilibrium geometry, with properties calculated with ωB97M-V with the def2-TZVPD basis set.

## Properties
- HOMO energy (eV) = -8.511
- Kohn-Sham gap (eV) = 8.351
- LUMO (eV) = -0.2

```
! wB97M-V def2-TZVPD RIJCOSX def2/J DEFGRID3
* xyz 0 1
C 0.44 1.34 1.46
Si 0.69 0.13 0.00
C 0.27 1.06 -1.67
C 2.52 -0.58 -0.24
P -0.19 -1.84 0.47
C -1.99 -1.63 0.09
C -2.50 -0.44 0.24
P -3.58 0.81 0.29
H 0.29 2.33 1.10
H -0.38 0.90 2.01
H 1.23 1.27 2.11
H 1.18 1.39 -2.11
H -0.28 0.34 -2.32
H -0.32 1.87 -1.40
H 3.38 0.21 -0.14
H 2.56 -1.35 0.66
H 2.65 -1.17 -1.23
H 0.20 -2.55 -0.78
H -2.48 -2.59 -0.14
H -3.69 0.49 1.60
*
```

=====

Below is a cluster of 3 separate species, C4H14NO2 in total in a non-equilibrium geometry, with properties calculated with ωB97M-V with the def2-TZVPD basis set.

## Properties
- HOMO energy (eV) = -13.990
- Kohn-Sham gap (eV) = 10.902
- LUMO (eV) = -3.1

```
! wB97M-V def2-TZVPD RIJCOSX def2/J DEFGRID3
* xyz 1 1
C 1.66 0.78 1.67
C 0.18 1.11 1.34
C -0.13 0.84 -0.12
C -0.09 1.72 -1.10
N -0.38 -0.66 -0.37
H 2.32 0.61 0.81
H 1.67 -0.15 2.24
H 2.10 1.60 2.22
H -0.05 2.17 1.41
H -0.43 0.59 2.07
H 0.59 2.54 -0.88
H -0.35 1.63 -2.14
H 0.57 -0.97 -0.52
H -0.70 -1.12 0.49
H -0.78 -0.78 -1.31
H 0.03 -0.28 -3.82
H -1.29 -1.06 -3.84
O -0.79 -0.40 -3.33
H -1.84 -3.07 1.16
H -1.22 -2.33 2.44
O -1.07 -2.76 1.58
*
```

=====

Below is a cluster of 17 separate species, H35NO16 in total in a non-equilibrium geometry, with properties calculated with ωB97M-V with the def2-TZVPD basis set.

## Properties
- HOMO energy (eV) = -10.289
- Kohn-Sham gap (eV) = 10.275
- LUMO (eV) = 0.0

```
! wB97M-V def2-TZVPD RIJCOSX def2/J DEFGRID3
* xyz 0 1
N 0.06 0.64 -0.64
H -0.30 0.50 0.30
H 0.30 1.62 -0.71
H -0.60 0.27 -1.30
H 3.27 2.33 -2.18
H 2.63 2.55 -0.87
O 3.49 2.65 -1.29
H -2.34 2.21 3.21
H -2.09 0.74 3.36
O -1.87 1.58 3.81
H -0.84 -1.00 4.49
H 0.01 -0.66 3.31
O -0.54 -1.38 3.65
H 3.26 0.33 -0.27
H 4.26 -0.69 -0.13
O 3.67 -0.18 0.44
H 1.30 -3.47 0.46
H 2.54 -4.23 -0.32
O 1.97 -3.45 -0.28
H -2.85 -1.98 2.79
H -2.61 -1.11 4.03
O -3.14 -1.18 3.24
H 1.39 -0.93 -3.37
H 0.03 -1.61 -3.15
O 0.46 -0.91 -3.65
H -3.57 0.98 1.35
H -3.83 0.33 -0.05
O -3.17 0.47 0.64
H -1.72 -1.70 -0.44
H -2.35 -0.96 0.84
O -1.73 -1.65 0.51
H -1.38 -0.65 -3.73
H -2.83 -0.11 -4.05
O -2.23 -0.37 -3.35
H 1.76 1.56 -4.44
H 0.41 1.50 -3.67
O 1.05 2.09 -4.08
H -0.31 -2.69 1.08
H 0.50 -2.85 2.44
O 0.18 -3.30 1.65
H 1.03 2.90 -2.53
H 1.50 4.20 -1.85
O 0.86 3.48 -1.75
H -1.86 3.80 2.03
H -2.45 2.88 0.95
O -2.60 3.20 1.84
H 1.37 -0.68 -0.95
H 2.18 -1.95 -1.08
O 2.09 -1.06 -1.51
H 2.29 -1.16 2.14
H 1.89 -0.14 1.23
O 1.46 -0.75 1.85
*
```